Record 1
This record from the OMol25 dataset describes 13 unconnected molecules or ions with the total composition C53H70BF8O31. The level of theory is ωB97M-V with the def2-TZVPD basis set.

Total energy (eV): -141990.950
Charge: -1

Last column: Mulliken charge in e.
Atoms and positions in Å:
O  0.09  3.49  0.23  -0.326
C  -0.26  2.32  0.30  0.648
O  0.18  1.31  -0.53  -0.243
B  -0.55  0.05  -0.16  1.086
O  -1.40  0.44  1.02  -0.941
C  -1.24  1.77  1.25  -0.095
O  -1.81  2.48  2.11  -0.627
O  0.43  -0.95  0.19  -0.958
C  0.39  -2.00  -0.71  0.345
O  0.96  -3.12  -0.66  -0.352
C  -0.87  -1.72  -1.60  0.775
O  -1.28  -0.55  -1.29  -0.484
O  -1.25  -2.52  -2.45  -0.394
O  4.06  -4.39  -4.63  -0.511
C  4.15  -5.20  -3.74  0.472
O  4.73  -6.38  -3.95  -0.435
C  4.66  -7.34  -2.88  -0.619
C  3.66  -6.65  -1.96  -0.260
C  3.73  -5.17  -2.26  0.910
H  5.58  -7.57  -2.34  0.252
H  4.27  -8.28  -3.25  0.331
H  3.89  -6.92  -0.93  0.534
H  2.76  -7.20  -2.21  -0.259
H  4.54  -4.71  -1.70  0.241
H  2.78  -4.62  -2.23  -0.599
O  -3.24  -2.12  -5.85  -0.649
C  -2.62  -1.16  -5.40  0.582
O  -1.20  -0.99  -5.63  -0.440
C  -0.67  0.18  -4.90  0.421
C  -1.84  0.88  -4.28  -0.173
C  -3.09  -0.04  -4.47  0.005
H  -0.07  0.79  -5.58  0.388
H  0.10  0.01  -4.14  -0.495
H  -1.95  1.73  -4.96  0.618
H  -1.71  1.36  -3.31  -0.214
H  -3.93  0.50  -4.91  0.480
H  -3.46  -0.43  -3.53  -0.389
O  1.66  0.15  5.96  -0.595
C  2.07  0.60  4.92  0.385
O  3.42  0.76  4.55  -0.450
C  3.55  1.19  3.17  -0.257
C  2.18  1.13  2.59  1.981
C  1.18  0.92  3.76  0.603
H  4.19  0.49  2.63  0.251
H  3.97  2.19  3.10  0.076
H  2.13  0.28  1.91  -0.878
H  1.93  2.08  2.12  -0.685
H  0.48  0.16  3.41  -0.092
H  0.55  1.80  3.87  -0.224
O  2.43  -2.81  -6.81  -0.612
C  1.47  -3.46  -6.34  0.353
O  0.55  -4.32  -7.11  -0.430
C  -0.43  -4.90  -6.28  -0.509
C  0.16  -4.79  -4.88  -0.210
C  0.98  -3.48  -4.88  2.215
H  -0.58  -5.96  -6.51  0.358
H  -1.27  -4.24  -6.44  0.227
H  0.85  -5.62  -4.69  0.286
H  -0.64  -4.88  -4.14  -0.020
H  1.86  -3.62  -4.27  -0.902
H  0.50  -2.50  -4.79  -0.807
O  1.59  2.87  -5.56  -0.648
C  1.15  3.58  -4.70  0.485
O  -0.13  3.59  -4.38  -0.338
C  -0.34  4.35  -3.19  -0.154
C  0.97  4.81  -2.64  0.405
C  1.97  4.41  -3.72  -0.467
H  -0.89  3.77  -2.45  0.033
H  -0.89  5.24  -3.49  0.350
H  1.27  4.22  -1.77  -0.622
H  0.99  5.88  -2.45  0.547
H  2.81  3.84  -3.31  0.220
H  2.26  5.29  -4.30  0.281
O  0.07  -9.53  -1.42  -0.638
C  -0.06  -8.35  -1.20  0.535
O  0.88  -7.74  -0.40  -0.426
C  0.70  -6.30  -0.30  -0.445
C  -0.18  -6.01  -1.54  1.246
C  -1.03  -7.30  -1.75  -0.648
H  1.63  -5.73  -0.25  0.118
H  0.13  -6.03  0.59  0.282
H  0.39  -5.93  -2.46  -0.860
H  -0.65  -5.05  -1.29  -0.107
H  -1.24  -7.48  -2.80  0.310
H  -1.99  -7.23  -1.23  0.327
O  -6.20  -0.81  -0.95  -0.652
C  -5.79  -1.96  -1.19  0.413
O  -6.56  -2.96  -1.67  -0.354
C  -5.80  -4.13  -1.93  -0.563
C  -4.61  -3.99  -1.01  -0.203
C  -4.37  -2.55  -1.12  1.180
H  -5.61  -4.21  -3.00  0.264
H  -6.28  -5.08  -1.67  0.393
H  -3.83  -4.69  -1.33  0.055
H  -4.92  -4.42  -0.05  0.230
H  -3.85  -2.30  -2.04  -0.588
H  -3.93  -2.04  -0.26  -0.166
O  3.41  -1.66  -3.90  -0.592
C  3.55  -0.90  -2.95  0.534
O  3.25  0.38  -3.05  -0.237
C  3.56  1.06  -1.86  -0.427
C  3.56  0.03  -0.78  1.046
C  4.00  -1.27  -1.50  -0.296
H  2.89  1.85  -1.53  0.041
H  4.52  1.57  -1.86  0.231
H  2.54  0.02  -0.38  -0.833
H  4.18  0.29  0.07  0.373
H  3.38  -2.04  -1.06  -0.212
H  5.09  -1.33  -1.52  0.504
O  4.90  6.84  4.61  -0.637
C  3.96  6.43  3.92  0.407
O  2.76  6.99  4.00  -0.411
C  1.72  6.25  3.38  0.187
C  2.46  5.34  2.32  0.965
C  3.84  5.23  2.98  -0.236
H  1.08  6.91  2.80  0.065
H  1.11  5.73  4.11  0.004
H  2.48  5.75  1.31  0.160
H  2.02  4.34  2.27  -0.826
H  4.66  5.39  2.29  0.326
H  3.89  4.27  3.49  0.065
O  0.94  -4.78  2.84  -0.634
C  -0.22  -4.33  2.75  0.472
O  -1.24  -5.07  2.30  -0.397
C  -2.18  -4.17  1.76  0.647
C  -2.06  -2.96  2.64  -0.398
C  -0.65  -2.92  3.16  0.278
H  -3.21  -4.52  1.75  0.231
H  -2.02  -3.82  0.74  -0.424
H  -2.78  -3.25  3.41  0.412
H  -2.23  -2.05  2.06  0.055
H  -0.51  -2.72  4.22  0.510
H  0.06  -2.22  2.72  -0.491
O  -1.47  7.19  -2.12  -0.660
C  -1.76  6.80  -1.01  0.564
O  -0.82  6.50  -0.15  -0.273
C  -1.33  6.27  1.13  0.005
C  -2.82  5.84  0.81  -0.438
C  -3.12  6.56  -0.53  -0.420
H  -1.19  7.16  1.75  0.506
H  -0.84  5.46  1.68  -0.180
H  -3.38  6.06  1.72  0.468
H  -2.97  4.77  0.68  0.027
H  -3.63  7.51  -0.40  0.254
H  -3.60  5.86  -1.23  0.226
C  -1.21  5.08  8.46  -0.926
C  -1.48  4.00  9.52  1.009
C  -3.02  3.99  9.79  0.100
F  -3.54  5.14  10.09  -0.274
F  -3.78  3.51  8.85  -0.196
F  -1.09  2.78  9.06  -0.259
F  -0.70  4.33  10.59  -0.304
O  -2.01  4.86  7.35  -0.397
C  -1.35  4.69  6.05  0.911
C  -2.47  4.69  5.06  0.064
F  -2.12  4.85  3.79  -0.057
F  -3.20  3.58  5.15  -0.270
F  -0.50  5.69  5.93  -0.290
F  -0.73  3.48  6.18  -0.275
H  -0.13  5.11  8.28  0.390
H  -1.46  6.10  8.76  0.354
H  -3.27  3.39  10.67  0.205
H  -3.06  5.60  5.19  0.187

Record 2
This record from the OMol25 dataset describes 14 unconnected molecules or ions with the total composition C53H71BrN17O2S2. The level of theory is ωB97M-V with the def2-TZVPD basis set.

Total energy (eV): -177239.987
Charge: +1
Relative energy (zero: lowest compared OMol25 entry of this formula, charge and spin) (kcal per mole): 0.0

Last column: Mulliken charge in e.
Atoms and positions in Å:
C  -6.33  -0.07  -5.79  -0.978
C  -5.02  0.51  -6.35  -0.111
Br  -5.55  1.75  -7.82  -0.034
C  -4.23  1.38  -5.35  -2.378
C  -2.98  0.81  -4.62  1.477
C  -1.91  1.91  -4.58  -1.917
C  -0.70  1.63  -3.68  -0.341
C  0.05  2.95  -3.45  -1.036
S  1.71  2.58  -2.82  -0.108
C  2.03  3.94  -1.72  -0.186
S  2.40  5.39  -2.28  -0.118
N  1.95  3.71  -0.32  0.479
C  0.78  3.68  0.40  -0.158
C  1.17  3.47  1.70  -1.121
N  2.52  3.37  1.76  -0.059
C  2.99  3.50  0.55  -0.321
C  -3.41  0.56  -3.15  -1.894
O  -4.58  -0.21  -3.16  -0.278
C  -4.37  -1.52  -3.66  0.052
C  -3.30  -1.71  -4.78  -0.037
C  -2.51  -2.98  -4.50  -0.453
C  -1.51  -2.90  -3.36  -0.127
O  -0.33  -2.86  -3.65  -0.591
C  -1.89  -2.86  -1.92  0.623
C  -2.74  -3.79  -1.32  0.073
C  -3.05  -3.65  0.02  -0.659
C  -2.55  -2.59  0.79  -0.831
C  -1.69  -1.69  0.18  -0.748
C  -1.35  -1.82  -1.16  -0.769
N  -2.41  -0.50  -5.06  2.184
C  -1.75  -0.52  -6.38  1.159
C  -2.03  0.36  -7.41  -0.807
C  -1.32  0.24  -8.59  -0.840
N  -0.35  -0.63  -8.84  -0.591
C  -0.07  -1.43  -7.81  -0.634
C  -0.73  -1.44  -6.59  -1.274
H  -7.19  0.29  -6.34  0.581
H  -6.35  -1.15  -5.88  0.164
H  -6.48  0.22  -4.76  -0.054
H  -4.44  -0.23  -6.87  0.589
H  -3.89  2.26  -5.89  1.014
H  -4.94  1.77  -4.63  0.343
H  -2.43  2.79  -4.20  0.796
H  -1.58  2.17  -5.59  0.551
H  -0.95  1.25  -2.69  0.226
H  -0.01  0.98  -4.22  0.388
H  0.04  3.60  -4.32  0.607
H  -0.48  3.48  -2.66  0.402
H  -0.19  3.81  -0.04  0.515
H  0.52  3.42  2.55  0.521
H  4.02  3.48  0.25  0.352
H  -3.58  1.51  -2.66  0.626
H  -2.62  -0.01  -2.65  0.123
H  -5.31  -1.86  -4.06  -0.574
H  -4.17  -2.17  -2.81  0.441
H  -3.84  -1.91  -5.69  0.140
H  -2.00  -3.38  -5.37  0.611
H  -3.25  -3.73  -4.24  -0.005
H  -3.16  -4.60  -1.91  0.803
H  -3.72  -4.35  0.50  0.532
H  -2.83  -2.49  1.82  0.446
H  -1.30  -0.87  0.78  0.587
H  -0.69  -1.07  -1.59  0.626
H  -1.61  -0.63  -4.43  0.949
H  -2.78  1.12  -7.32  0.410
H  -1.58  0.91  -9.40  0.431
H  0.74  -2.14  -7.95  0.439
H  -0.42  -2.13  -5.82  0.395
C  2.10  6.87  2.12  0.023
C  1.11  7.92  1.88  0.193
N  0.33  8.74  1.69  -0.402
H  2.04  6.53  3.16  0.155
H  1.90  6.03  1.46  -0.247
H  3.10  7.25  1.93  0.324
C  3.89  2.57  5.20  0.166
C  2.91  3.63  5.02  0.434
N  2.14  4.46  4.86  -0.532
H  3.87  2.22  6.24  0.032
H  3.65  1.73  4.55  -0.462
H  4.88  2.93  4.97  0.269
C  6.38  1.38  0.01  -0.781
C  6.47  2.25  1.18  0.487
N  6.54  2.92  2.10  -0.511
H  6.10  0.38  0.33  0.245
H  5.64  1.76  -0.68  0.263
H  7.35  1.34  -0.49  0.367
C  4.75  1.25  9.64  -0.780
C  4.85  0.43  8.43  0.359
N  4.92  -0.21  7.49  -0.404
H  4.18  0.71  10.40  0.299
H  5.74  1.46  10.02  0.201
H  4.24  2.18  9.41  0.322
C  -7.14  -1.12  -2.80  -0.985
C  -7.24  -2.21  -3.76  0.612
N  -7.32  -3.07  -4.52  -0.510
H  -7.76  -1.33  -1.94  0.576
H  -6.11  -1.01  -2.47  0.324
H  -7.47  -0.19  -3.26  0.469
C  4.48  -2.76  5.37  -0.530
C  3.98  -4.05  4.90  0.261
N  3.60  -5.06  4.52  -0.398
H  4.63  -2.09  4.52  0.057
H  3.75  -2.30  6.04  0.238
H  5.42  -2.88  5.89  0.351
C  2.13  -0.86  2.80  -0.805
C  3.40  -0.13  2.79  0.489
N  4.39  0.45  2.79  -0.493
H  1.40  -0.32  2.21  0.219
H  2.28  -1.85  2.38  0.359
H  1.77  -0.95  3.82  0.325
C  -5.86  -6.73  -4.32  -0.835
C  -4.58  -6.19  -3.91  0.445
N  -3.60  -5.71  -3.56  -0.617
H  -5.74  -7.34  -5.21  0.319
H  -6.29  -7.34  -3.52  0.339
H  -6.54  -5.91  -4.55  0.146
C  -6.52  -3.37  2.00  -0.816
C  -6.92  -2.38  1.00  0.401
N  -7.23  -1.59  0.23  -0.414
H  -6.12  -4.25  1.50  0.199
H  -5.77  -2.95  2.65  0.248
H  -7.39  -3.65  2.59  0.351
C  -9.04  -4.31  -8.25  -0.808
C  -8.03  -5.10  -7.55  0.328
N  -7.25  -5.72  -7.00  -0.323
H  -8.89  -3.25  -8.04  0.225
H  -8.95  -4.47  -9.32  0.303
H  -10.03  -4.60  -7.92  0.270
C  6.06  2.84  13.45  -0.799
C  5.56  1.56  12.96  0.466
N  5.17  0.55  12.57  -0.456
H  6.23  3.52  12.62  0.288
H  5.33  3.28  14.13  0.320
H  6.99  2.69  13.99  0.199
C  10.82  2.00  13.42  -0.810
C  9.84  3.07  13.26  0.394
N  9.08  3.91  13.12  -0.407
H  10.79  1.63  14.44  0.270
H  10.60  1.19  12.74  0.266
H  11.82  2.38  13.21  0.305
C  9.77  0.67  3.05  -0.707
C  9.84  -0.15  1.85  0.344
N  9.87  -0.79  0.90  -0.399
H  9.21  0.14  3.82  0.244
H  10.77  0.88  3.43  0.292
H  9.26  1.61  2.83  0.227

Record 3
This record from the OMol25 dataset describes a molecular structure, C53H74N5O4P3SSr. The level of theory is ωB97M-V with the def2-TZVPD basis set.

Total energy (eV): -111343.169
Relative energy (zero: lowest compared OMol25 entry of this formula, charge and spin) (kcal per mole): 32.9

Last column: Mulliken charge in e.
Atoms and positions in Å:
Sr  -0.14  0.87  -0.12  1.200
C  0.24  -2.64  -0.96  -1.252
O  -0.20  -1.73  0.02  2.571
C  -0.33  -2.18  1.30  0.497
C  0.10  -3.42  1.75  -0.332
C  -0.10  -3.80  3.07  -1.203
C  -0.76  -2.96  3.94  -1.049
C  -1.20  -1.72  3.51  -0.425
C  -0.98  -1.30  2.20  -0.504
N  -1.34  -0.08  1.69  1.386
N  -1.92  0.72  2.52  -1.505
C  -2.41  1.89  2.09  -0.495
C  -2.58  2.22  0.70  0.282
O  -2.19  1.48  -0.25  0.047
C  -3.26  3.44  0.39  -0.626
C  -3.66  4.31  1.35  -0.883
C  -3.43  4.05  2.73  0.765
C  -3.78  4.98  3.72  -0.964
C  -3.52  4.72  5.04  -0.605
C  -2.92  3.52  5.42  -0.869
C  -2.58  2.59  4.46  -0.409
C  -2.82  2.83  3.10  0.990
H  -0.38  -3.54  -0.97  0.378
H  1.28  -2.93  -0.80  0.270
H  0.14  -2.12  -1.90  -0.211
H  0.61  -4.10  1.08  0.539
H  0.25  -4.77  3.40  0.420
H  -0.94  -3.27  4.96  0.460
H  -1.73  -1.06  4.18  0.402
H  -3.40  3.66  -0.66  0.555
H  -4.15  5.24  1.08  0.403
H  -4.23  5.91  3.42  0.425
H  -3.80  5.45  5.80  0.388
H  -2.71  3.33  6.46  0.442
H  -2.11  1.67  4.75  0.238
C  -2.50  1.36  -3.64  -1.750
P  -1.33  0.02  -3.16  1.616
C  -2.40  -1.38  -3.70  -1.118
N  -2.37  -1.75  -4.95  -0.037
C  -3.13  -2.79  -5.35  -0.274
C  -3.13  -3.19  -6.70  -0.475
C  -3.90  -4.25  -7.09  -0.583
C  -4.69  -4.94  -6.16  -0.613
C  -4.70  -4.59  -4.84  -0.403
C  -3.92  -3.50  -4.41  0.100
N  -3.93  -3.11  -3.12  -0.091
C  -3.23  -2.07  -2.75  -0.493
P  -3.22  -1.54  -0.99  2.140
C  -4.57  -0.27  -1.14  -1.454
C  -4.18  -2.93  -0.13  1.943
C  -5.61  -3.14  -0.63  -1.933
C  -4.21  -2.54  1.35  -1.885
C  -3.38  -4.23  -0.28  -1.744
C  -0.03  0.22  -4.53  2.056
C  -0.45  -0.10  -5.97  -1.935
C  0.42  1.68  -4.46  -1.789
C  1.14  -0.69  -4.14  -1.859
H  -2.51  1.48  -4.73  0.551
H  -2.16  2.28  -3.16  0.218
H  -3.50  1.12  -3.29  0.537
H  -2.53  -2.63  -7.40  0.497
H  -3.91  -4.56  -8.13  0.401
H  -5.30  -5.77  -6.51  0.393
H  -5.31  -5.11  -4.12  0.468
H  -5.29  -0.51  -1.92  0.437
H  -4.09  0.69  -1.31  -0.087
H  -5.08  -0.22  -0.18  0.588
H  -6.23  -2.27  -0.42  0.354
H  -6.05  -3.99  -0.11  0.600
H  -5.62  -3.34  -1.69  0.137
H  -4.71  -1.59  1.50  0.326
H  -3.20  -2.45  1.74  0.578
H  -4.73  -3.30  1.94  0.595
H  -3.36  -4.54  -1.32  0.208
H  -3.83  -5.02  0.31  0.534
H  -2.36  -4.08  0.06  0.177
H  -1.42  0.32  -6.21  0.272
H  -0.49  -1.17  -6.14  0.414
H  0.28  0.34  -6.66  0.502
H  -0.28  2.33  -4.99  0.292
H  1.40  1.79  -4.93  0.555
H  0.49  2.02  -3.43  0.247
H  0.83  -1.73  -4.15  0.295
H  1.48  -0.43  -3.13  0.152
H  1.97  -0.57  -4.83  0.514
O  0.17  2.79  1.08  -0.574
S  0.11  3.62  -0.17  -0.168
N  0.12  2.84  -1.40  -0.238
O  1.90  0.17  0.14  -1.215
P  3.01  0.83  0.87  0.065
C  2.45  1.31  2.57  2.327
C  3.41  2.12  3.43  -0.738
C  3.00  2.07  4.91  -1.248
C  1.48  2.03  5.03  -0.792
C  0.93  0.72  4.44  0.611
C  1.84  0.16  3.35  -0.912
C  4.51  -0.27  0.64  0.832
C  4.09  -1.72  0.40  -1.472
C  3.82  -2.47  1.69  0.722
C  5.04  -2.42  2.60  -1.503
C  5.43  -0.98  2.90  0.028
C  5.68  -0.21  1.61  -1.602
C  3.41  2.45  0.07  0.211
C  4.70  3.16  0.50  -0.834
C  5.80  3.04  -0.56  -0.943
C  5.37  3.73  -1.86  -0.853
C  3.87  3.55  -2.13  -1.073
C  3.33  2.29  -1.45  -0.057
H  1.61  1.96  2.29  0.124
H  3.40  3.16  3.10  0.489
H  4.44  1.76  3.34  -0.034
H  3.40  2.94  5.43  0.598
H  3.41  1.18  5.38  0.350
H  1.06  2.89  4.50  0.211
H  1.18  2.12  6.08  0.630
H  -0.06  0.91  4.02  -1.164
H  0.81  -0.03  5.23  0.611
H  1.27  -0.49  2.69  -1.126
H  2.63  -0.45  3.81  0.744
H  4.86  0.12  -0.33  0.592
H  4.89  -2.23  -0.15  0.771
H  3.20  -1.73  -0.23  0.081
H  3.56  -3.50  1.47  0.535
H  2.96  -2.01  2.20  -0.603
H  5.87  -2.93  2.11  0.457
H  4.83  -2.95  3.53  0.466
H  6.32  -0.96  3.52  0.428
H  4.62  -0.50  3.46  -0.215
H  6.54  -0.67  1.11  0.638
H  5.96  0.82  1.83  0.295
H  2.56  3.08  0.37  0.050
H  5.07  2.75  1.44  0.310
H  4.50  4.22  0.67  0.518
H  6.02  1.99  -0.74  0.157
H  6.71  3.51  -0.18  0.558
H  5.95  3.31  -2.69  0.337
H  5.60  4.79  -1.81  0.306
H  3.68  3.50  -3.20  0.457
H  3.32  4.41  -1.75  0.360
H  3.89  1.42  -1.80  0.390
H  2.29  2.15  -1.74  -0.395